A cluster of 9 separate species, C9H36O9 in total in a non-equilibrium geometry, computed with ωB97M-V with the def2-TZVPD basis set.

Each line ends with the Mulliken charge.
Cartesian coordinates (Å):
O 9.36 6.60 6.07  -0.41
O 6.22 7.64 15.53  -0.48
O 5.96 4.43 12.94  -0.60
O 8.01 5.85 13.92  -0.62
O 7.01 5.68 10.41  -0.52
O 8.23 9.80 9.30  -0.56
O 10.84 8.93 8.30  -0.39
O 12.01 6.43 7.25  -0.57
O 8.61 7.37 11.78  -0.82
C 8.65 6.13 4.92  -0.57
C 9.30 5.36 14.39  -0.81
C 12.40 5.59 8.30  -0.57
C 5.85 7.37 16.91  -0.61
C 7.56 4.50 9.79  -0.50
C 11.59 10.03 8.73  -0.77
C 4.69 4.98 13.29  -0.43
C 9.97 7.63 11.60  -0.46
C 7.21 8.80 9.45  -0.47
H 6.50 5.37 11.16  0.30
H 12.61 9.74 8.89  0.31
H 9.80 4.76 13.56  0.27
H 6.29 9.25 9.18  0.43
H 10.23 6.27 6.22  0.36
H 12.65 6.18 9.21  0.23
H 7.01 4.37 8.81  0.21
H 6.66 5.03 13.33  0.57
H 11.47 10.87 8.05  0.25
H 5.62 8.30 17.34  0.24
H 8.34 6.37 13.18  0.55
H 8.62 4.72 9.67  0.13
H 13.25 4.93 7.89  0.26
H 6.65 6.91 17.47  0.28
H 4.25 5.48 12.41  0.21
H 11.45 7.17 7.56  0.38
H 11.24 10.28 9.69  0.28
H 8.41 7.08 4.39  0.21
H 7.30 7.98 8.78  0.26
H 9.90 9.11 8.45  0.30
H 8.10 6.72 11.26  0.45
H 6.88 6.98 15.17  0.36
H 10.13 8.60 11.91  0.33
H 11.64 4.93 8.57  0.26
H 9.95 6.16 14.72  0.32
H 10.37 7.49 10.60  0.10
H 5.03 6.67 16.94  0.25
H 7.68 5.68 5.22  0.19
H 9.20 4.65 15.23  0.27
H 7.47 3.64 10.44  0.30
H 7.15 8.41 10.45  0.08
H 4.00 4.25 13.66  0.26
H 9.23 5.38 4.35  0.27
H 8.06 10.30 10.12  0.30
H 4.89 5.70 14.10  0.12
H 10.59 7.05 12.31  0.27

Properties
E_LUMO   0.570 eV
Multiplicity   1
Energy   -1041.483474 Eh
SMILES   CO.CO.CO.CO.CO.CO.CO.CO.CO
Strongest force on any atom   0.0486 Eh/bohr